Record 1
# C15H18N2O3S

The molecule C15H18N2O3S (wB97M-V/def2-TZVPD, OMol25).

The geometry in XYZ format:
```
39
Properties=species:S:1:pos:R:3:nbo_charge:R:1
N 1.43 2.14 -0.67 -0.6081
C 0.69 -2.72 0.66 -0.2397
H 4.24 0.36 -0.04 0.2222
H 2.38 -0.12 1.98 0.2171
H -2.21 -1.45 -2.42 0.2657
H -1.47 -1.90 -0.88 0.2611
C -2.82 1.21 0.33 0.7127
C -2.08 -1.15 -1.38 -0.6524
C 2.00 -0.80 1.23 -0.2380
H 0.67 -3.25 -1.42 0.2135
N -1.76 1.19 -0.57 -0.4859
H -1.56 3.22 -0.22 0.2673
H -0.80 2.64 -1.74 0.2168
C -3.31 -0.13 0.82 -0.4286
H 3.43 2.65 -0.46 0.1973
H 1.32 2.00 -1.67 0.4099
O 0.34 2.15 1.31 -0.6290
H -2.19 -0.20 2.65 0.2317
C 1.17 -1.84 1.61 -0.2035
O -0.33 0.28 -2.05 -0.6042
C -1.32 0.15 -1.36 0.7064
H 2.11 -1.38 -2.09 0.2121
C 0.33 2.22 0.09 0.6744
O -3.29 2.25 0.71 -0.5485
H 0.05 -3.54 0.96 0.2143
C 2.35 -0.62 -0.10 0.0705
C -0.98 2.42 -0.69 -0.3125
H -4.25 0.02 1.35 0.2574
C 2.74 1.88 -0.12 -0.2220
H -2.63 -1.79 2.01 0.2233
C -2.29 -0.79 1.74 -0.6216
H -1.31 -0.86 1.28 0.2235
H 0.90 -1.96 2.65 0.2147
H 3.41 0.47 -1.60 0.2038
S -3.73 -1.13 -0.64 0.2335
H 2.63 1.96 0.97 0.2316
C 1.85 -1.51 -1.05 -0.2147
C 3.27 0.50 -0.52 -0.4457
C 1.03 -2.56 -0.67 -0.2264
```

E_HOMO (eV): -9.026
Energy above the lowest of the compared OMol25 structures with the same formula, charge and spin (eV): 0.000
Total charge: 0


Record 2
# CH7N3

A cluster of 2 separate species, CH7N3 in total (wB97M-V/def2-TZVPD, OMol25).

The geometry in XYZ format:
```
11
Properties=species:S:1:pos:R:3:nbo_charge:R:1
N -0.55 0.29 -0.87 -0.7099
H 0.54 -1.75 0.17 0.3867
H 1.32 -2.20 -1.20 0.3762
H 0.64 -0.42 -2.41 0.1414
H -0.86 0.88 -1.62 0.3409
N 1.05 -1.40 -0.63 -0.8118
H -0.28 1.98 2.50 0.3537
H -1.59 1.14 1.76 0.3704
N -0.66 1.12 2.16 -1.0922
H 0.01 0.81 1.49 0.3670
C 0.37 -0.45 -1.35 0.2777
```

E_HOMO (eV): -9.145
Energy above the lowest of the compared OMol25 structures with the same formula, charge and spin (eV): 0.261
Total charge: 0


Record 3
# C3H12NO

A cluster of 2 separate species, C3H12NO in total (wB97M-V/def2-TZVPD, OMol25).

The geometry in XYZ format:
```
17
Properties=species:S:1:pos:R:3:nbo_charge:R:1
O 0.94 -0.18 -0.79 -0.7598
H -2.24 2.72 0.11 0.2345
H -0.10 -1.95 -0.61 0.1859
H 1.84 0.14 -0.87 0.5153
H -0.34 0.42 -0.17 0.4722
C -1.40 2.30 -0.41 -0.4065
H -1.21 1.04 1.24 0.4241
H 0.04 -1.31 1.58 0.1771
N -1.21 0.92 0.23 -0.7081
H -0.45 2.78 -0.53 0.2421
H -1.77 2.04 -1.40 0.2275
H 1.79 -1.11 1.60 0.2247
H -2.07 0.38 0.15 0.4249
C 0.99 -1.72 1.20 -0.6340
H 1.66 -2.13 -0.80 0.2027
C 0.87 -1.56 -0.31 -0.0767
H 0.96 -2.76 1.55 0.2542
```

E_HOMO (eV): -15.285
Energy above the lowest of the compared OMol25 structures with the same formula, charge and spin (eV): 1.122
Total charge: +1


Record 4
# C4H8O2

A cluster of 2 separate species, C4H8O2 in total (wB97M-V/def2-TZVPD, OMol25).

The geometry in XYZ format:
```
14
Properties=species:S:1:pos:R:3:nbo_charge:R:1
C -0.51 -1.79 -0.26 -0.2070
H -0.16 1.20 2.30 0.4754
H 0.57 2.59 -1.54 0.4917
H -0.22 -0.70 -2.12 0.1895
H -0.14 -2.41 -2.29 0.1968
C -0.24 -1.62 -1.55 -0.3832
C -0.60 -0.69 0.69 -0.3645
O 0.55 3.54 -1.46 -0.9835
O 0.30 0.43 2.68 -0.6763
H -1.33 0.11 0.58 0.2050
H 1.28 4.07 -1.14 0.4921
H 0.95 -1.30 2.05 0.1753
H -0.60 -2.78 0.23 0.2133
C 0.14 -0.64 1.82 0.1754
```

E_HOMO (eV): -8.737
Energy above the lowest of the compared OMol25 structures with the same formula, charge and spin (eV): 2.707
Total charge: 0


Record 5
# C9H17N2OPb3

A structure of composition C9H17N2OPb3 (wB97M-V/def2-TZVPD, OMol25).

The geometry in XYZ format:
```
32
Properties=species:S:1:pos:R:3:nbo_charge:R:1
Pb 2.42 0.27 4.05 1.7262
H 4.80 0.23 -2.68 0.2808
H -4.94 -0.85 0.53 0.2653
H -2.53 -1.00 0.48 0.2305
N -4.72 -2.65 -3.44 0.0303
C 5.76 -0.12 -0.88 -0.6034
C -5.11 -2.05 -2.55 0.4147
O 0.00 1.56 3.26 -1.1527
H 6.74 0.19 -1.24 0.2745
H 5.70 -1.21 -0.87 0.2357
Pb 1.58 3.82 2.58 1.4721
C -5.45 -1.24 -1.39 -0.4795
C 2.94 0.66 0.11 0.6317
H -4.55 -2.39 0.24 0.2655
C -0.71 0.99 2.22 -0.2995
H 3.09 -0.82 -1.30 0.3041
C 4.70 0.62 -1.67 -0.4185
Pb -1.08 2.89 5.30 1.6610
H -1.24 1.79 1.71 0.1899
C -3.06 -0.88 -0.46 -0.6165
C 3.34 0.24 -1.27 -0.5173
H -6.43 -1.52 -0.98 0.3237
H -3.07 0.15 -0.84 0.2256
H 2.61 0.76 -1.90 0.2999
H -0.06 0.42 1.56 0.2098
H -1.57 0.43 2.58 0.2116
N 2.64 0.96 1.22 -0.7843
C -4.45 -1.42 -0.26 -0.3410
H 4.91 1.69 -1.57 0.2364
H -2.49 -1.50 -1.15 0.2579
H 5.64 0.12 0.18 0.1629
H -5.45 -0.16 -1.54 0.3027
```

E_HOMO (eV): -22.201
Energy above the lowest of the compared OMol25 structures with the same formula, charge and spin (eV): 0.000
Total charge: +5


Record 6
# C3H10O3

A cluster of 3 separate species, C3H10O3 in total (wB97M-V/def2-TZVPD, OMol25).

The geometry in XYZ format:
```
16
Properties=species:S:1:pos:R:3:nbo_charge:R:1
H -2.19 -1.52 1.59 0.1879
H 2.85 -0.61 -2.01 0.4740
H -1.73 0.56 -0.72 0.2195
H -2.32 1.66 1.55 0.2012
H 1.56 -0.96 -0.39 0.4878
H 2.97 -0.99 -3.45 0.4665
O -0.63 2.23 0.76 -0.7369
C -1.41 1.15 1.27 -0.1033
O 2.02 0.02 -0.24 -0.9630
H -2.38 -1.97 -0.08 0.2065
O 3.12 -1.24 -2.57 -0.9451
C -2.16 -1.09 0.57 -0.4062
C -1.74 0.19 0.28 -0.2180
H -0.75 0.83 2.26 0.1720
H 0.29 1.97 0.57 0.4771
H 2.52 -0.23 0.62 0.4802
```

E_HOMO (eV): -9.619
Energy above the lowest of the compared OMol25 structures with the same formula, charge and spin (eV): 2.242
Total charge: 0